Formula: C6H12O
Source: OMol25
Level of theory: ωB97M-V/def2-TZVPD

XYZ file:
```
19
Properties=species:S:1:pos:R:3:mulliken_charge:R:1
C -1.84399 -1.57213 -2.50991 -0.6640
C -1.93897 -1.43903 -1.20254 -0.3578
C -0.92245 -1.66352 -0.18884 -0.2740
C 0.02565 -0.74111 -0.05797 -0.1126
C 1.12695 -0.76867 1.02326 -0.5982
C 1.90088 -2.15864 0.80204 -1.0037
H -2.73927 -1.46376 -3.08383 0.2833
H -0.99406 -2.05922 -2.99685 0.2745
H -2.90799 -1.30447 -0.70722 0.2812
H -0.95623 -2.58015 0.27203 0.3871
H 0.03578 0.28096 -0.54980 0.2599
H 1.81755 -0.03679 0.67138 0.2609
H 0.89748 -0.63651 2.01377 0.3996
H 1.13167 -2.93305 0.85509 0.2638
H 2.71939 -2.39435 1.69605 0.2458
H 2.35356 -2.25150 -0.13208 0.3544
O 0.73571 6.60077 1.46061 -0.5946
H 1.05076 5.94172 1.98659 0.2865
H 1.61728 6.68954 1.09376 0.3081
```

Maximum force ... 5.5 eV/Å
E ... -310.9419 a.u.
SMILES ... C=C/C=C/CC.O
Energy above the lowest of the compared OMol25 structures with the same formula, charge and spin ... 73.7 kcal per mole

Formula: C6H12O
Source: OMol25
Level of theory: ωB97M-V/def2-TZVPD

XYZ file:
```
19
Properties=species:S:1:pos:R:3:mulliken_charge:R:1
C 0.84518 -0.82970 1.42987 -1.4692
C -0.33805 -0.20242 0.69642 0.9490
C -1.65167 -0.97244 0.82660 -1.3777
O -0.64959 1.20241 0.63424 -0.5959
C 0.05176 0.62635 -0.46496 1.1663
C 1.43242 1.26978 -0.52232 -1.4849
C -0.53500 0.32745 -1.82340 -1.2016
H 0.55435 -1.68634 2.04541 0.3986
H 1.45214 -0.13425 2.00783 0.3098
H 1.48768 -1.20884 0.62638 0.3244
H -2.17384 -1.13157 -0.11894 0.3159
H -2.31475 -0.38273 1.47236 0.2948
H -1.51960 -1.93917 1.31684 0.3252
H 2.20930 0.65014 -0.98271 0.3350
H 1.33141 2.19441 -1.10517 0.3874
H 1.75310 1.56492 0.48053 0.3882
H -0.70487 1.21936 -2.43289 0.3321
H -1.44682 -0.27009 -1.76017 0.3007
H 0.21684 -0.29727 -2.32593 0.3018
```

Maximum force ... 0.4 eV/Å
E ... -311.0044 a.u.
SMILES ... CC1(C)OC1(C)C
Energy above the lowest of the compared OMol25 structures with the same formula, charge and spin ... 34.4 kcal per mole

Formula: C6H12O
Source: OMol25
Level of theory: ωB97M-V/def2-TZVPD

XYZ file:
```
19
Properties=species:S:1:pos:R:3:mulliken_charge:R:1
C 2.23615 1.57066 -0.02332 -1.2661
C 1.22456 0.54450 0.46796 -0.2929
C -0.58783 -1.68320 -0.20318 -0.2821
C -1.65319 -2.63885 -0.53123 -0.9185
C -1.10348 -0.38838 0.28237 -0.4164
C -0.18733 0.78569 -0.05354 -0.0368
O -0.78230 1.95037 0.49791 -0.5407
H 1.95842 2.59095 0.26945 0.3115
H 2.32118 1.54014 -1.11652 0.3321
H 3.22825 1.37321 0.39395 0.3587
H 1.17641 0.54404 1.56539 0.2666
H 1.51802 -0.46244 0.15504 0.3643
H -1.67963 -2.47538 -1.62800 0.2672
H -1.35548 -3.68402 -0.40650 0.3329
H -2.66851 -2.44822 -0.14742 0.3173
H -1.05618 -0.55460 1.38022 0.2587
H -2.15993 -0.15040 0.06411 0.3750
H -0.15484 0.87592 -1.15410 0.2337
H -0.27430 2.71002 0.18744 0.3355
```

Maximum force ... 0.5 eV/Å
E ... -310.9217 a.u.
Energy above the lowest of the compared OMol25 structures with the same formula, charge and spin ... 86.3 kcal per mole

Formula: C6H12O
Source: OMol25
Level of theory: ωB97M-V/def2-TZVPD

XYZ file:
```
19
Properties=species:S:1:pos:R:3:mulliken_charge:R:1
C -1.83735 -1.12610 0.07431 -1.6198
C -0.68061 -0.49942 0.75128 0.5386
O -0.58736 -0.81273 2.10066 -0.5040
C 1.22933 0.19394 -1.92481 -0.5695
C 1.75507 0.45013 -0.70858 -0.3912
C 1.08989 1.16628 0.43056 -0.4398
C -0.40112 0.92773 0.48902 -0.8073
H -1.52839 -2.15170 -0.11533 0.4078
H -2.21323 -0.70500 -0.86082 0.3452
H -2.69747 -1.18323 0.74011 0.4273
H -0.87093 -1.73068 2.23144 0.3350
H 0.22538 -0.16522 -2.15178 0.1922
H 1.88696 0.27889 -2.78050 0.2781
H 0.63204 -1.10280 -0.07973 0.1734
H 2.83818 0.56841 -0.66863 0.2790
H 1.24658 2.24959 0.28567 0.3219
H 1.58592 0.88503 1.36299 0.2940
H -0.84319 1.23231 -0.47024 0.3335
H -0.82970 1.52458 1.29437 0.4055
```

Maximum force ... 4.2 eV/Å
E ... -310.9189 a.u.
Energy above the lowest of the compared OMol25 structures with the same formula, charge and spin ... 88.1 kcal per mole

Formula: C6H12O
Source: OMol25
Level of theory: ωB97M-V/def2-TZVPD

XYZ file:
```
19
Properties=species:S:1:pos:R:3:mulliken_charge:R:1
C -0.52292 -1.48178 -0.44421 -1.2558
C -0.02930 -0.20848 -1.13980 -0.2764
C 1.30634 0.29016 -0.61488 0.6666
C 2.48460 -0.65604 -0.71040 -1.1853
O 1.43323 1.40605 -0.15292 -0.5580
H -1.55050 -1.70515 -0.74844 0.3497
H 0.09272 -2.35131 -0.69825 0.4012
H -0.52126 -1.35912 0.64422 0.3217
H -0.74863 0.60463 -1.01171 0.1797
H 0.07500 -0.39520 -2.21755 0.3597
H 2.29100 -1.58048 -0.15534 0.3181
H 2.65676 -0.93601 -1.75646 0.3169
H 3.37513 -0.16956 -0.30881 0.3358
C -2.24607 1.03245 1.43026 -0.5408
C -1.20553 1.82242 1.67249 -0.3775
H -2.83986 0.59919 2.23134 0.2273
H -2.55088 0.78295 0.41533 0.2551
H -0.90744 2.06863 2.68910 0.2334
H -0.59240 2.23665 0.87605 0.2285
```

Maximum force ... 0.5 eV/Å
E ... -311.0151 a.u.
SMILES ... CCC(C)=O.C=C
Energy above the lowest of the compared OMol25 structures with the same formula, charge and spin ... 27.7 kcal per mole

Formula: C6H12O
Source: OMol25
Level of theory: ωB97M-V/def2-TZVPD

XYZ file:
```
19
Properties=species:S:1:pos:R:3:mulliken_charge:R:1
C 2.20430 -1.04083 -0.31299 -1.6291
C 1.14825 -0.02453 0.09809 0.5875
C 0.67184 0.92607 -1.02442 -0.6132
O -0.73886 1.07132 -0.88650 -0.4384
C -1.10498 0.58888 0.39937 0.5561
C -2.59645 0.31408 0.45269 -1.3968
C -0.18226 -0.61066 0.56838 -0.9612
H 3.12667 -0.55606 -0.65112 0.3844
H 1.85026 -1.68248 -1.12654 0.3789
H 2.46460 -1.68966 0.52990 0.3732
H 1.55993 0.58047 0.91581 0.2314
H 1.15907 1.90768 -0.95328 0.2486
H 0.88061 0.52699 -2.02514 0.3292
H -0.85150 1.35753 1.15116 0.2199
H -3.14451 1.08818 -0.09190 0.3488
H -2.94109 0.32234 1.49160 0.3467
H -2.84537 -0.65804 0.01627 0.3262
H -0.51177 -1.39212 -0.12832 0.3115
H -0.14873 -1.02916 1.57693 0.3964
```

Maximum force ... 0.3 eV/Å
E ... -311.0453 a.u.
SMILES ... C[C@H]1CO[C@@H](C)C1
Energy above the lowest of the compared OMol25 structures with the same formula, charge and spin ... 8.7 kcal per mole

Formula: C6H12O
Source: OMol25
Level of theory: ωB97M-V/def2-TZVPD

XYZ file:
```
19
Properties=species:S:1:pos:R:3:mulliken_charge:R:1
C -2.64377 0.84150 0.32794 -1.2512
C -1.49582 0.41835 -0.56771 -0.1937
O -0.30605 0.97348 -0.05124 -0.3343
C 0.83246 0.64059 -0.81294 0.1325
C 2.14423 0.87365 -0.26513 -1.1584
C 1.68850 -0.52209 -0.41566 0.0596
C 1.13462 -1.42835 1.14075 -1.0575
H -2.72304 1.93235 0.34779 0.2895
H -2.47443 0.49573 1.35237 0.2968
H -3.59193 0.42675 -0.03008 0.3902
H -1.66618 0.76666 -1.60022 0.3133
H -1.42580 -0.68339 -0.61452 0.2999
H 0.60685 0.65765 -1.89006 0.2903
H 1.93099 -0.46104 0.78523 0.3326
H 3.02062 1.23250 -0.79023 0.1675
H 2.04309 -1.36989 -0.99683 0.4942
H 0.07754 -1.47137 0.89619 0.2126
H 1.63651 -2.39420 1.10856 0.3402
H 1.23526 -0.96793 2.13560 0.3761
```

Maximum force ... 0.3 eV/Å
E ... -310.8139 a.u.
Energy above the lowest of the compared OMol25 structures with the same formula, charge and spin ... 154.0 kcal per mole

Formula: C6H12O
Source: OMol25
Level of theory: ωB97M-V/def2-TZVPD

XYZ file:
```
19
Properties=species:S:1:pos:R:3:mulliken_charge:R:1
C 1.43898 -0.98753 -0.75331 -0.5112
C 1.83422 -1.40736 0.45123 -0.3860
C 2.11836 -0.01268 0.96645 -0.4724
C 1.61626 0.47989 -0.42683 -0.1931
H 1.09428 -1.49908 -1.64908 0.4470
H 1.92664 -2.38750 0.91250 0.3889
H 1.51800 0.32366 1.81862 0.2223
H 3.17553 0.19821 1.16450 0.2624
H 2.34919 1.02996 -1.02731 0.3178
H 0.68175 1.04679 -0.37157 -0.0674
C -1.77837 -0.79345 -0.11018 -0.6894
O -1.47759 0.41366 0.54191 -0.2896
C -2.11339 1.51257 -0.05550 -0.7002
H -1.27040 -1.59107 0.43560 0.2247
H -1.41237 -0.79441 -1.15007 0.2781
H -2.86296 -0.98697 -0.12321 0.3344
H -1.78717 2.40701 0.48111 0.2229
H -1.84092 1.61532 -1.11898 0.3087
H -3.21003 1.43297 0.01412 0.3023
```

Maximum force ... 0.3 eV/Å
E ... -310.9573 a.u.
SMILES ... C1=CCC1.COC
Energy above the lowest of the compared OMol25 structures with the same formula, charge and spin ... 64.0 kcal per mole